Entry 1:
Computed, not measured: C21H21B2F2N12O4Pr as an isolated structure at a distorted geometry, with the ωB97M-V functional and the def2-TZVPD basis.

Structure (XYZ):
```
63
Properties=species:S:1:pos:R:3:forces:R:3
Pr -0.414 -0.258 0.476 -0.1 -0.9 -2.3
C -4.743 0.773 -0.988 -0.1 0.0 0.0
C -3.610 0.986 -0.210 0.0 0.1 0.1
N -2.537 0.401 -0.744 -0.4 -0.3 -0.3
N -2.979 -0.213 -1.879 0.1 0.0 -0.2
C -4.297 0.002 -2.043 0.0 0.0 0.0
B -1.933 -1.026 -2.684 -0.1 0.1 0.1
N -0.673 -0.090 -2.830 0.0 -0.1 -0.1
C -0.435 0.750 -3.850 0.0 0.0 -0.1
C 0.637 1.561 -3.521 0.0 0.1 -0.1
C 0.995 1.155 -2.241 0.1 0.0 0.0
N 0.200 0.162 -1.825 0.0 0.0 -0.4
N -1.606 -2.318 -1.866 0.1 0.1 0.0
C -1.865 -3.585 -2.227 -0.1 -0.1 0.0
C -1.619 -4.412 -1.146 0.0 -0.1 0.0
C -1.205 -3.550 -0.136 0.0 -0.1 -0.1
N -1.205 -2.288 -0.570 -0.2 -0.4 -0.3
N -2.341 -1.457 -4.074 0.0 0.3 0.1
C -1.496 -1.985 -5.005 0.0 0.0 0.1
C -2.250 -2.383 -6.072 -0.2 -0.1 -0.2
C -3.575 -2.056 -5.700 -0.1 0.0 -0.1
N -3.631 -1.506 -4.500 0.4 -0.2 -0.2
H -5.747 1.126 -0.809 0.1 0.0 0.0
H -3.526 1.529 0.717 0.0 0.0 0.0
H -4.808 -0.404 -2.901 0.1 0.0 0.1
H -1.036 0.721 -4.747 0.1 0.0 0.1
H 1.091 2.329 -4.127 0.0 -0.1 0.1
H 1.794 1.516 -1.609 -0.1 0.0 0.0
H -2.222 -3.818 -3.220 0.0 0.0 0.1
H -1.731 -5.484 -1.100 0.0 0.1 0.0
H -0.908 -3.783 0.874 0.0 0.0 0.0
H -0.430 -2.047 -4.830 -0.1 0.0 0.0
H -1.909 -2.841 -6.989 -0.1 0.1 0.1
H -4.488 -2.199 -6.264 0.1 0.0 0.1
O -1.350 4.365 5.225 0.0 0.0 -0.1
C -0.821 3.316 4.573 0.0 0.1 0.0
O -0.132 2.520 5.142 0.1 -0.2 0.1
C -1.065 3.180 3.123 -0.1 -0.2 0.2
C -1.378 4.086 2.181 -0.1 0.3 -0.4
N -1.347 3.475 0.951 -0.1 0.3 0.1
N -0.994 2.195 1.011 -0.1 -0.1 0.3
C -0.874 1.904 2.401 0.2 -0.2 0.3
C 0.288 0.951 2.604 0.5 0.7 0.7
O 1.199 0.775 1.797 0.8 0.6 1.2
O -0.194 0.012 3.399 -0.1 0.0 0.0
H -1.985 4.836 4.674 -0.1 0.0 0.0
H -1.598 5.142 2.264 0.0 -0.1 -0.1
H -1.489 3.906 0.054 0.0 0.1 -0.1
F -2.507 0.594 4.084 0.2 0.0 0.0
B -1.608 0.478 3.111 -0.3 0.2 0.1
F -2.079 -0.402 2.038 -0.6 0.2 1.0
C 2.279 -2.600 -1.356 0.1 0.0 0.1
C 2.376 -2.447 0.125 0.0 -0.2 0.2
N 1.457 -1.970 0.949 0.1 -0.1 0.1
C 1.952 -2.148 2.238 -0.2 0.1 -0.1
C 3.179 -2.704 2.185 0.1 -0.2 -0.3
N 3.430 -2.892 0.838 0.1 0.0 0.1
H 1.460 -2.008 -1.744 -0.1 0.1 0.0
H 2.095 -3.645 -1.615 0.0 0.0 0.0
H 3.200 -2.284 -1.852 -0.1 0.0 0.1
H 1.392 -1.861 3.113 0.0 0.1 -0.1
H 3.878 -2.988 2.955 -0.1 0.0 -0.1
H 4.264 -3.295 0.445 0.0 0.0 0.0
```
Positions in Å, forces in eV/Å.

For the HOMO-LUMO gap (spin up / spin down), the calculation gives 7.6 / 8.1 eV. Its multiplicity is 4. The value obtained for the HOMO energy (spin up / spin down) is -10.5 / -11.8 eV. The calculation puts the relative energy (zero: lowest compared OMol25 entry of this formula, charge and spin) at 0.0000 eV. As for the energy: -2537.47907 a.u. As for the net charge: +1.

=====

Entry 2:
Computed, not measured: C43H59Cl2F9O2Si4 as an isolated structure at a distorted geometry, with the ωB97M-V functional and the def2-TZVPD basis.

Structure (XYZ):
```
119
Properties=species:S:1:pos:R:3:forces:R:3
C -1.098 -3.942 2.973 0.1 0.0 0.3
C -0.169 -2.737 3.200 -0.4 -0.2 -0.4
Si 0.338 -1.716 1.687 0.5 0.4 0.1
O -0.730 -0.456 1.285 -0.4 -1.1 0.3
Si -2.361 -0.565 1.443 -0.1 1.1 0.0
C -2.958 -0.530 3.240 0.6 -0.3 -0.2
C -2.147 0.362 4.138 0.1 0.2 -0.1
O -1.399 1.225 3.758 -0.2 -0.1 0.1
C -3.094 -2.039 0.545 0.0 0.3 -0.1
C -4.595 -2.134 0.794 0.2 0.0 -0.2
C -5.196 -3.353 0.124 0.2 0.4 0.0
F -4.848 -3.350 -1.198 0.0 -0.2 0.3
F -4.721 -4.503 0.675 -0.1 0.2 -0.1
C -6.741 -3.416 0.130 -0.3 -0.7 -0.3
F -7.241 -2.490 -0.732 0.2 -0.4 0.4
F -7.089 -4.647 -0.332 0.1 0.6 0.1
C -7.419 -3.237 1.529 -0.6 -0.2 -0.1
F -8.464 -4.096 1.610 0.4 0.3 0.1
F -6.556 -3.542 2.523 -0.1 0.1 -0.3
C -8.002 -1.808 1.782 -0.4 0.2 0.5
F -7.209 -0.851 1.268 -0.5 -0.3 0.4
F -8.085 -1.614 3.120 -0.1 0.0 -1.0
F -9.234 -1.709 1.245 1.0 0.1 0.4
C -3.097 0.980 0.542 0.6 -0.3 0.2
Cl -3.812 2.182 1.657 -0.2 0.0 0.1
C -2.150 1.678 -0.435 -0.2 0.1 0.0
C -1.562 0.743 -1.474 -0.2 0.4 -0.1
Cl -0.864 2.606 0.383 0.2 0.0 0.0
Si 0.914 -3.047 -0.144 0.0 -0.2 -0.4
C 1.323 -4.804 0.436 0.0 0.5 -0.3
C 2.515 -2.389 -0.902 -0.5 -0.3 0.3
C -0.360 -3.065 -1.536 0.3 -0.3 0.1
Si 2.276 -0.593 2.285 0.0 0.6 0.5
C 1.797 0.460 3.785 0.3 -0.2 -0.8
C 2.773 0.636 0.935 -0.2 -0.5 0.4
C 3.677 -1.766 2.784 -0.1 0.3 0.0
H -2.137 -3.734 3.210 -0.2 0.2 0.0
H -1.065 -4.330 1.962 0.0 0.0 -0.3
H -0.802 -4.758 3.623 0.0 -0.2 0.1
H 0.768 -3.111 3.606 0.3 0.0 0.0
H -0.569 -2.102 3.984 0.0 0.3 0.2
H -2.938 -1.519 3.699 -0.1 -0.2 0.0
H -3.997 -0.212 3.264 -0.3 0.2 0.1
H -2.267 0.159 5.217 0.0 0.1 0.1
H -2.943 -1.841 -0.512 0.1 -0.1 -0.3
H -2.588 -2.976 0.751 0.1 -0.2 0.2
H -4.820 -2.125 1.854 -0.1 -0.3 0.2
H -5.094 -1.266 0.374 -0.1 0.1 -0.1
H -3.924 0.641 -0.073 -0.2 -0.1 -0.1
H -2.728 2.427 -0.961 -0.1 0.3 0.0
H -2.346 0.077 -1.824 0.0 -0.3 -0.1
H -0.707 0.199 -1.102 0.1 -0.3 0.2
H -1.251 1.335 -2.326 0.2 0.1 -0.2
H 1.997 -5.255 -0.286 0.1 -0.1 -0.2
H 1.869 -4.754 1.373 0.0 -0.1 0.3
H 0.452 -5.440 0.524 -0.2 -0.2 0.2
H 3.338 -2.465 -0.198 0.2 0.2 0.1
H 2.758 -3.020 -1.752 0.1 -0.1 -0.2
H 2.406 -1.372 -1.256 0.1 0.3 0.0
H -1.201 -3.710 -1.310 -0.3 -0.1 0.1
H -0.727 -2.080 -1.796 -0.1 0.3 0.0
H 0.109 -3.476 -2.428 0.1 -0.1 -0.2
H 1.333 -0.132 4.563 0.0 0.0 0.3
H 1.111 1.231 3.450 -0.3 0.1 0.1
H 2.690 0.965 4.145 0.1 0.0 0.3
H 3.087 1.575 1.377 0.1 0.2 0.1
H 1.879 0.828 0.348 0.0 0.1 -0.3
H 3.567 0.241 0.316 0.1 0.0 -0.3
H 4.566 -1.542 2.205 0.2 -0.1 -0.2
H 3.949 -1.590 3.820 0.0 0.1 0.3
H 3.441 -2.821 2.694 0.0 -0.2 -0.2
C 2.692 2.892 9.029 0.0 0.0 0.0
C 2.147 3.925 8.279 0.0 0.0 0.0
C 1.148 3.659 7.353 0.0 0.0 0.0
C 0.689 2.361 7.181 0.0 0.0 0.0
C 1.233 1.329 7.932 0.0 0.0 0.0
C 2.236 1.593 8.854 0.0 0.0 0.0
H 3.473 3.099 9.749 0.0 0.0 0.0
H 2.502 4.938 8.416 0.0 0.0 0.0
H 0.727 4.464 6.764 0.0 0.0 0.0
H -0.090 2.154 6.458 0.0 0.0 0.0
H 0.875 0.316 7.798 0.0 0.0 0.0
H 2.662 0.787 9.437 0.0 0.0 0.0
C 2.047 1.322 -3.038 0.0 0.0 0.0
C 2.263 0.844 -4.322 0.0 0.0 0.0
C 3.124 1.517 -5.177 0.0 0.0 0.0
C 3.772 2.666 -4.744 0.0 0.0 0.0
C 3.557 3.142 -3.458 0.1 0.0 0.0
C 2.694 2.470 -2.605 0.0 0.0 0.1
H 1.373 0.797 -2.371 0.0 0.0 0.0
H 1.764 -0.056 -4.658 0.0 0.0 0.0
H 3.290 1.143 -6.179 0.0 0.0 0.0
H 4.445 3.191 -5.410 0.0 0.0 0.0
H 4.062 4.038 -3.120 0.0 0.0 0.0
H 2.522 2.842 -1.602 0.0 0.0 0.0
C 1.721 -2.280 -6.591 0.0 0.0 0.0
C 1.994 -1.227 -7.453 0.0 0.0 0.0
C 2.997 -1.350 -8.403 0.0 0.0 0.0
C 3.726 -2.527 -8.493 0.0 0.0 0.0
C 3.453 -3.580 -7.632 0.0 0.0 0.0
C 2.452 -3.456 -6.679 0.0 0.0 0.0
H 0.938 -2.184 -5.849 0.0 0.0 0.0
H 1.422 -0.310 -7.385 0.0 0.0 0.0
H 3.212 -0.527 -9.073 0.0 0.0 0.0
H 4.508 -2.624 -9.235 0.0 0.0 0.0
H 4.020 -4.499 -7.703 0.0 0.0 0.0
H 2.241 -4.276 -6.005 0.0 0.0 0.0
C 1.206 7.284 -2.349 0.0 0.0 0.0
C 1.555 8.461 -2.998 0.0 0.0 0.0
C 2.058 8.418 -4.291 0.0 0.0 0.0
C 2.206 7.198 -4.937 0.0 0.0 0.0
C 1.856 6.022 -4.289 0.0 0.0 0.0
C 1.359 6.065 -2.994 0.0 0.0 0.0
H 0.816 7.317 -1.340 0.0 0.0 0.0
H 1.435 9.412 -2.495 0.0 0.0 0.0
H 2.334 9.335 -4.795 0.0 0.0 0.0
H 2.595 7.165 -5.947 0.0 0.0 0.0
H 1.970 5.071 -4.792 0.0 0.0 0.0
H 1.090 5.146 -2.488 0.0 0.0 0.0
```
Positions in Å, forces in eV/Å.

For the HOMO-LUMO gap, the calculation gives 8.9 eV. Its multiplicity is 1. The value obtained for the HOMO energy is -8.4 eV. As for the energy: -4801.72350 a.u.

=====

Entry 3:
Computed, not measured: C4H3Br2P as an isolated structure at a distorted geometry, with the ωB97M-V functional and the def2-TZVPD basis.

Structure (XYZ):
```
10
Properties=species:S:1:pos:R:3:forces:R:3
C -0.781 0.316 -0.509 -0.4 0.0 0.2
C 0.683 0.189 -0.497 -1.9 -2.5 0.6
C -1.495 -0.743 -0.218 1.6 -3.8 0.9
C 1.223 -1.004 -0.199 0.4 0.4 0.2
P 0.176 -2.464 0.199 -1.9 2.5 -2.2
Br -3.325 -1.138 -0.109 0.6 0.4 -0.1
Br 3.147 -1.135 -0.097 -0.7 -0.1 0.0
H -1.348 1.222 -0.652 0.4 0.6 -0.3
H 1.222 1.033 -0.641 1.9 2.4 -0.6
H 0.148 -2.206 1.541 0.0 0.3 1.2
```
Positions in Å, forces in eV/Å.

For the HOMO-LUMO gap, the calculation gives 8.4 eV. Its multiplicity is 1. The value obtained for the HOMO energy is -8.8 eV. As for the energy: -5643.48973 a.u.

=====

Entry 4:
Computed, not measured: C25H24N4O6RuS3 as an isolated structure at a distorted geometry, with the ωB97M-V functional and the def2-TZVPD basis.

Structure (XYZ):
```
63
Properties=species:S:1:pos:R:3:forces:R:3
Ru 0.229 -0.621 0.338 -3.7 1.4 0.4
N -1.786 -0.713 4.294 0.0 -0.1 0.2
C -1.461 -0.564 2.977 -0.2 0.2 -0.1
S -1.197 -1.963 2.063 0.7 0.2 -1.1
N -1.456 0.676 2.545 -0.3 -0.2 0.5
N -1.046 0.835 1.276 1.5 -1.7 0.7
C -1.160 2.011 0.805 -0.4 1.3 -0.8
C -1.905 3.114 1.482 -0.1 0.0 -0.1
C -2.829 3.845 0.736 -0.1 -0.1 -0.1
C -3.559 4.880 1.304 0.0 0.0 0.0
C -3.381 5.201 2.642 0.0 -0.1 0.0
C -2.470 4.476 3.397 0.1 0.0 0.0
C -1.740 3.442 2.826 0.2 0.2 0.1
C -0.539 2.241 -0.508 -0.1 0.6 0.3
C -0.280 3.509 -1.012 0.0 0.4 -0.1
C 0.427 3.634 -2.196 -0.1 0.2 0.2
C 0.855 2.499 -2.853 -0.1 -0.1 -0.1
C 0.551 1.278 -2.285 -0.2 -0.3 -0.2
N -0.128 1.163 -1.147 0.9 -1.1 0.1
H -1.433 -1.560 4.706 0.0 0.0 0.1
H -1.667 0.122 4.846 -0.1 0.0 0.0
H -3.001 3.574 -0.300 0.0 0.1 0.0
H -4.273 5.429 0.702 0.0 0.0 0.0
H -3.952 6.004 3.092 0.0 0.0 0.0
H -2.324 4.716 4.443 0.0 0.0 0.0
H -1.023 2.892 3.415 -0.1 0.0 0.0
H -0.601 4.382 -0.462 0.0 0.0 0.0
H 0.651 4.616 -2.594 0.0 0.0 0.0
H 1.431 2.552 -3.766 0.0 -0.1 0.0
H 0.859 0.348 -2.747 0.0 0.0 0.1
O 2.422 -2.016 3.550 0.1 0.1 0.1
S 2.208 -1.537 2.207 -0.1 -0.3 0.4
O 1.562 -2.478 1.286 0.4 0.1 0.3
O 1.497 -0.232 2.176 0.8 -0.4 -0.1
C 3.854 -1.429 1.481 0.0 -0.1 -0.4
C 4.906 -1.853 2.279 -0.1 0.1 -0.1
C 6.162 -2.069 1.730 0.1 0.0 0.0
C 6.372 -1.876 0.375 0.1 0.0 0.1
C 5.333 -1.436 -0.433 -0.2 0.0 0.0
C 4.075 -1.214 0.107 0.0 0.1 0.3
S 2.852 -0.463 -0.970 0.3 0.1 -0.1
O 1.749 -1.424 -1.236 0.3 0.3 0.5
O 3.574 -0.079 -2.162 -0.1 -0.2 -0.1
O 2.356 0.659 -0.174 0.0 0.0 -0.2
H 4.707 -2.027 3.328 0.0 -0.1 0.0
H 6.975 -2.409 2.361 0.0 0.0 0.0
H 7.350 -2.054 -0.055 0.0 0.0 0.0
H 5.472 -1.245 -1.489 0.0 0.0 0.1
C -3.778 -2.688 -2.871 0.0 0.0 0.0
C -2.286 -2.982 -2.689 0.2 0.0 0.2
C -2.101 -4.429 -2.199 0.0 0.0 0.0
C -1.548 -2.801 -4.026 -0.1 0.0 0.0
C -1.679 -2.083 -1.688 -0.4 0.1 -0.1
C -1.113 -1.394 -0.869 0.6 -0.5 -0.5
H -4.213 -3.387 -3.594 0.0 0.0 0.0
H -3.929 -1.670 -3.238 0.0 0.0 0.0
H -4.307 -2.795 -1.922 0.0 0.0 0.0
H -2.486 -5.140 -2.940 0.0 0.0 0.1
H -2.632 -4.576 -1.256 0.0 0.0 0.0
H -1.043 -4.631 -2.023 0.0 0.0 0.0
H -1.878 -3.555 -4.750 0.0 0.1 0.0
H -0.472 -2.898 -3.875 0.0 0.0 0.0
H -1.748 -1.809 -4.438 0.0 0.0 0.0
```
Positions in Å, forces in eV/Å.

For the HOMO-LUMO gap (spin up / spin down), the calculation gives 7.2 / 7.1 eV. Its multiplicity is 2. The value obtained for the HOMO energy (spin up / spin down) is -5.0 / -4.9 eV. The calculation puts the relative energy (zero: lowest compared OMol25 entry of this formula, charge and spin) at 2.4370 eV. As for the energy: -2927.00412 a.u. As for the net charge: -1.